ORCA calculation (ωB97M-V/def2-TZVPD) on a structure of composition C30H50F6N9O15S2V2 in a non-equilibrium geometry.

LUMO (alpha / beta) = -7.674 / -8.873 eV
Kohn-Sham gap (alpha / beta) = 3.9855 / 2.8229 eV
⟨S²⟩ = 8.858

ORCA input file:
```
! wB97M-V def2-TZVPD RIJCOSX def2/J DEFGRID3
* xyz 2 6
V 1.59 4.07 -2.21
V -2.39 2.62 0.50
S 1.01 1.81 0.41
S -1.12 2.08 -2.62
F 1.40 -0.78 1.00
F 3.11 0.25 0.25
F 1.48 -0.31 -1.18
F -1.39 1.95 -5.31
F -3.01 1.10 -4.16
F -2.80 3.16 -4.26
O -2.06 2.19 -1.46
O 1.45 2.75 -0.70
O 3.67 3.88 -2.32
O -2.79 3.62 4.38
O 2.67 2.43 -3.05
O -0.45 1.75 0.38
O -3.33 3.74 2.25
O 0.55 5.22 -0.79
O -0.51 6.43 0.39
O -1.04 4.36 0.23
O 1.52 2.28 1.72
O -0.19 3.19 -2.73
O -0.26 0.91 -2.55
O -1.77 2.70 2.64
O 4.82 2.26 -3.19
N 2.22 6.69 1.50
N -0.41 5.39 -0.06
N 4.16 -4.55 0.41
N -3.83 0.81 0.89
N -1.09 -3.57 -3.49
N -2.59 3.43 3.18
N 3.79 2.77 -2.83
N -0.71 0.49 5.26
N 5.29 -2.23 3.28
C -3.48 -0.34 0.00
C 4.73 -4.92 -0.75
C 4.80 -2.23 5.49
C 3.58 -3.27 0.21
C -0.14 -2.68 -4.05
C -2.13 2.02 -4.22
C 2.66 5.44 1.35
C 3.09 7.49 0.85
C 4.18 6.79 0.49
C -2.46 -3.17 -3.84
C -0.87 -5.15 -5.46
C 4.16 -1.51 3.44
C -1.17 -1.73 4.86
C -5.25 1.27 0.61
C -0.23 0.20 4.04
C -2.00 -0.76 0.05
C -1.21 -0.68 5.76
C -5.75 1.26 -0.86
C 4.01 5.46 0.94
C -0.50 -1.16 3.81
C -3.84 0.33 2.34
C 3.71 -2.98 -1.15
C 3.82 -1.52 4.83
C -4.50 -1.09 2.77
C 1.82 0.05 0.09
C 1.23 -2.93 -3.47
C -0.99 -4.94 -3.97
C 5.70 -2.72 4.55
C -2.98 -2.08 -2.86
C 4.34 -4.06 -1.76
H 3.16 -2.77 1.06
H -0.86 1.41 5.64
H -2.95 -2.65 -1.93
H -0.23 -5.49 -3.41
H -1.89 -5.50 -3.72
H -3.87 -1.88 2.35
H 5.83 -2.30 2.43
H -0.29 -1.66 -3.69
H -5.58 0.27 -1.28
H -3.15 -4.00 -3.65
H 0.21 1.03 3.50
H 2.96 -1.01 5.23
H -2.49 -2.93 -4.90
H 3.33 -2.09 -1.63
H -1.63 -0.74 6.75
H 1.32 -2.84 -2.39
H -0.33 -2.61 -5.12
H 2.84 8.54 0.83
H -1.05 -6.22 -5.56
H -1.47 -4.46 -6.04
H -4.50 -1.27 3.84
H 1.64 -3.91 -3.69
H 1.34 6.89 1.95
H -1.58 -2.73 4.96
H 1.95 -2.18 -3.83
H 4.81 -2.40 6.56
H -5.00 1.84 -1.41
H -4.02 -1.82 -3.06
H 6.59 -3.32 4.66
H -0.16 -1.63 2.89
H 5.36 -5.79 -0.84
H 1.99 4.64 1.65
H -1.72 -1.81 0.09
H -3.67 -0.02 -1.03
H -6.74 1.69 -1.02
H 3.62 -1.02 2.64
H -1.42 -0.34 -0.78
H 4.64 4.60 0.80
H 0.16 -4.88 -5.73
H -4.39 1.12 2.85
H -5.52 -1.28 2.45
H -2.33 -1.21 -2.78
H -1.56 -0.56 1.03
H -5.47 2.28 0.96
H -6.03 0.62 1.00
H 4.65 -4.13 -2.79
H -4.07 -1.23 0.23
H -2.82 0.38 2.73
H 5.10 7.15 0.07
H 4.03 -5.10 1.25
*
```